P) C5H14N | the ωB97M-V functional and the def2-TZVPD basis

Values from the calculation:
**Molar mass**: 88.2 u

Geometry as ORCA input:
```
! wB97M-V def2-TZVPD RIJCOSX def2/J DEFGRID3
* xyz 1 1
H -0.77 1.88 -1.92
C 2.35 -0.53 -0.23
H -1.21 0.28 -2.21
H 1.43 -0.30 1.72
H 2.73 0.82 1.38
H -7.41 -1.89 2.54
C -0.07 0.43 -0.40
H 2.09 -1.56 -0.48
H -1.41 -0.78 0.49
H -2.09 1.22 -0.95
N -0.46 -0.76 0.07
H 1.25 -0.08 -1.98
H -7.37 -1.19 2.80
H 3.16 -0.80 1.81
C -1.12 0.99 -1.39
H 1.75 1.37 -1.21
H 0.06 1.21 0.40
H 3.32 -0.44 -0.73
C 2.42 -0.23 1.26
C 1.36 0.37 -0.98
*
```

Q) C5H14N | the ωB97M-V functional and the def2-TZVPD basis

Values from the calculation:
**Molar mass**: 88.2 u

Geometry as ORCA input:
```
! wB97M-V def2-TZVPD RIJCOSX def2/J DEFGRID3
* xyz 1 1
H 1.15 -0.02 0.83
C -0.97 0.35 0.03
C -1.28 -1.11 -0.27
H -0.04 0.09 2.05
H -0.21 2.59 1.61
H 1.76 -0.74 -1.16
H -0.32 -2.82 -1.21
H -2.04 -1.15 -1.05
C 0.20 0.49 1.04
H 0.88 -1.29 -2.50
H 1.52 2.09 1.74
C -0.02 -1.90 -0.69
N 0.96 -1.24 -1.50
H -1.76 0.89 0.56
H 0.48 -2.33 0.20
H 0.68 2.61 -0.71
H -0.57 0.79 -0.91
C 0.57 1.93 1.24
H -1.73 -1.59 0.61
H 0.75 2.35 0.08
*
```

R) C5H14N | the ωB97M-V functional and the def2-TZVPD basis

Values from the calculation:
**Molar mass**: 88.2 u
**Structure (SMILES)**: CCC[C@@H](C)[NH3+]

Geometry as ORCA input:
```
! wB97M-V def2-TZVPD RIJCOSX def2/J DEFGRID3
* xyz 1 1
H 2.08 -0.56 0.86
H 1.14 1.80 -1.47
C -0.03 -0.75 0.48
H -1.43 2.00 0.21
H -1.43 -2.12 1.44
N 1.33 -1.26 0.87
H 1.63 -1.90 0.13
H 1.17 1.53 0.27
H -0.63 -2.85 -0.03
H -0.44 -0.20 1.33
H -0.34 3.39 -0.01
H -1.06 2.64 -1.42
C -1.02 -1.94 0.45
H -0.94 0.07 -1.23
C -0.67 2.44 -0.42
H 0.59 -0.47 -1.60
C 0.53 1.50 -0.62
H -1.83 -1.60 -0.19
C 0.05 0.04 -0.80
H 1.30 -1.78 1.75
*
```

S) C5H14N | the ωB97M-V functional and the def2-TZVPD basis

Values from the calculation:
**Molar mass**: 88.2 u
**Structure (SMILES)**: CCCCC[NH3+]

Geometry as ORCA input:
```
! wB97M-V def2-TZVPD RIJCOSX def2/J DEFGRID3
* xyz 1 1
C -0.46 -1.02 0.00
H -3.01 -1.21 0.37
C -1.25 -0.55 1.22
C 1.74 0.08 -0.50
H 2.79 1.41 -1.89
H 0.26 -1.76 0.34
H -3.30 -0.14 1.64
C 0.26 0.09 -0.75
H -0.93 0.44 1.54
H 1.80 2.25 -0.64
C 2.45 1.39 -0.86
H 2.22 -0.79 -0.95
H 1.93 -0.01 0.58
H -0.09 1.10 -0.52
H -1.10 -1.65 -0.64
H 3.29 1.53 -0.18
N -2.70 -0.35 0.84
H -2.75 0.36 0.11
H 0.05 0.01 -1.82
H -1.19 -1.18 2.10
*
```

Which structure wins on stability? R) wins.